DFT (wB97M-V/def2-TZVPD) results for C21H23F3N3PdS as an isolated structure.

The calculation puts the lowest unoccupied orbital energy at 2.8514 eV. Its net charge is -1.

Last column: Löwdin charge in e.
CARTESIAN COORDINATES (ANGSTROEM)
Pd  -0.60  0.73  0.79  0.79
F  -4.31  5.36  -1.68  0.10
C  -3.93  4.49  -0.71  -0.61
F  -3.86  5.22  0.42  0.12
F  -4.96  3.64  -0.56  0.12
C  -2.65  3.81  -1.06  -0.14
C  -2.07  4.04  -2.29  -0.02
C  -0.88  3.41  -2.63  -0.06
C  -0.33  2.53  -1.72  -0.12
N  -0.89  2.29  -0.54  -0.11
C  -2.04  2.90  -0.15  -0.74
S  -2.62  2.44  1.39  0.57
H  -2.54  4.73  -2.98  0.12
H  -0.40  3.58  -3.59  0.10
H  0.58  1.98  -1.93  0.11
C  -1.88  -2.50  1.26  -0.06
C  -0.92  -1.97  2.27  -0.40
C  -0.40  -2.60  3.39  -0.10
C  0.45  -1.67  4.03  -0.11
C  0.42  -0.52  3.27  -0.42
C  1.12  0.78  3.51  -0.07
N  -0.43  -0.71  2.20  -0.08
H  -2.63  -3.13  1.74  0.07
H  -1.39  -3.09  0.48  0.07
H  -2.40  -1.68  0.77  0.05
H  -0.63  -3.61  3.71  0.08
H  1.02  -1.81  4.94  0.08
H  2.19  0.63  3.69  0.07
H  0.71  1.33  4.36  0.07
H  1.04  1.44  2.63  0.03
C  2.27  -2.36  0.98  -0.09
N  3.14  -1.56  0.14  -0.25
C  3.77  -2.39  -0.87  -0.14
C  2.49  -0.36  -0.40  -0.17
C  1.26  -0.60  -1.25  -0.25
C  1.44  -1.05  -2.56  -0.08
C  0.37  -1.37  -3.38  -0.11
C  -0.91  -1.22  -2.88  -0.11
C  -1.11  -0.73  -1.60  -0.14
C  -0.04  -0.39  -0.77  -0.21
H  2.86  -3.14  1.46  0.08
H  1.45  -2.84  0.42  0.09
H  1.82  -1.74  1.76  0.06
H  4.35  -3.17  -0.37  0.08
H  4.45  -1.79  -1.48  0.08
H  3.05  -2.89  -1.54  0.07
H  3.26  0.16  -0.99  0.11
H  2.21  0.28  0.44  0.10
H  2.45  -1.15  -2.95  0.10
H  0.54  -1.72  -4.39  0.09
H  -1.77  -1.46  -3.50  0.09
H  -2.12  -0.57  -1.26  0.09

DFT (wB97M-V/def2-TZVPD) results for C21H23GeIN4O2Re as an isolated structure in a non-equilibrium geometry.

As for the expectation value of S²: 3.775. The calculation puts the lowest unoccupied orbital energy (alpha / beta) at -7.4240 / -7.9690 eV. Its multiplicity is 4. Its net charge is +2.

Last column: Löwdin charge in e.
CARTESIAN COORDINATES (ANGSTROEM)
Re  0.56  0.33  -0.01  1.57
O  2.45  3.32  -2.11  0.18
C  2.16  2.47  -1.32  -0.46
N  0.87  2.06  -1.01  -0.06
C  -0.19  2.92  -1.33  -0.40
O  -0.20  3.77  -2.16  0.21
C  -1.27  2.66  -0.31  -0.16
C  -2.36  3.49  -0.17  0.05
C  -3.19  3.33  0.93  0.01
C  -2.83  2.39  1.89  -0.01
C  -1.73  1.57  1.66  -0.11
N  -0.98  1.67  0.56  -0.07
C  3.17  1.79  -0.44  -0.23
C  4.51  2.11  -0.55  0.05
C  5.40  1.53  0.34  0.02
C  4.90  0.67  1.31  0.00
C  3.55  0.39  1.34  -0.10
N  2.69  0.93  0.48  -0.05
H  -2.55  4.25  -0.92  0.15
H  -4.07  3.94  1.05  0.14
H  -3.39  2.29  2.80  0.13
H  -1.44  0.82  2.39  0.12
H  4.81  2.81  -1.32  0.14
H  6.46  1.75  0.28  0.13
H  5.56  0.23  2.04  0.13
H  3.14  -0.28  2.10  0.12
C  -4.04  0.31  -1.21  -0.19
Ge  -2.92  -1.09  -0.36  0.84
C  -3.24  -2.91  -1.12  -0.21
C  -3.35  -1.26  1.59  -0.21
C  -1.01  -0.68  -1.05  -0.43
H  -5.06  -0.06  -1.24  0.03
H  -3.72  0.51  -2.23  0.03
H  -4.03  1.24  -0.65  -0.01
H  -4.31  -3.10  -1.04  0.03
H  -2.72  -3.67  -0.54  0.02
H  -2.95  -2.97  -2.16  0.02
H  -4.07  -2.07  1.67  0.03
H  -3.82  -0.36  1.97  0.00
H  -2.50  -1.51  2.22  0.01
H  -1.24  -0.11  -1.96  0.01
H  -0.66  -1.66  -1.40  -0.03
I  2.22  -0.85  -2.69  1.14
C  2.10  -2.14  -1.00  -0.70
C  2.70  -3.39  -1.06  -0.08
C  2.66  -4.19  0.07  0.01
C  1.99  -3.74  1.20  0.00
C  1.39  -2.50  1.16  -0.11
N  1.45  -1.69  0.08  -0.18
H  3.17  -3.73  -1.97  0.12
H  3.15  -5.16  0.06  0.14
H  1.96  -4.32  2.10  0.13
H  0.83  -2.11  2.01  0.12

DFT (wB97M-V/def2-TZVPD) results for C21H23IN2O2Zn as an isolated structure.

The calculation puts the lowest unoccupied orbital energy at -0.1166 eV.

Last column: Löwdin charge in e.
CARTESIAN COORDINATES (ANGSTROEM)
Zn  0.83  -0.18  0.22  0.76
C  -1.42  2.01  0.01  -0.26
C  -0.93  2.01  1.34  -0.24
C  0.46  1.94  1.30  -0.28
C  0.87  1.86  -0.09  -0.36
C  -0.35  1.91  -0.87  -0.26
C  -0.44  1.92  -2.37  -0.05
C  2.24  2.27  -0.58  -0.05
C  1.41  2.05  2.46  -0.04
C  -1.78  2.02  2.58  -0.04
C  -2.87  2.08  -0.39  -0.05
H  -0.92  2.84  -2.73  0.08
H  -1.05  1.10  -2.76  0.06
H  0.54  1.85  -2.84  0.06
H  2.36  3.36  -0.55  0.09
H  2.42  1.95  -1.60  0.06
H  3.04  1.84  0.03  0.07
H  1.68  3.09  2.66  0.08
H  2.34  1.50  2.27  0.07
H  0.98  1.64  3.38  0.07
H  -2.21  3.01  2.78  0.08
H  -1.21  1.73  3.46  0.06
H  -2.63  1.33  2.49  0.06
H  -3.05  1.54  -1.33  0.06
H  -3.20  3.11  -0.55  0.08
H  -3.52  1.65  0.37  0.06
O  3.61  -2.85  1.16  0.06
C  2.82  -2.07  0.67  -0.59
O  2.18  -1.13  1.27  -0.09
C  2.54  -2.20  -0.83  -0.16
C  3.23  -3.13  -1.59  0.01
C  2.94  -3.22  -2.94  -0.04
C  1.98  -2.38  -3.49  -0.05
C  1.35  -1.47  -2.66  -0.10
N  1.62  -1.38  -1.36  0.07
H  3.96  -3.75  -1.10  0.12
H  3.46  -3.93  -3.56  0.11
H  1.74  -2.42  -4.54  0.11
H  0.61  -0.78  -3.05  0.10
I  -4.91  -1.56  -0.76  0.91
C  -3.22  -1.71  0.43  -0.71
C  -3.27  -2.37  1.65  -0.12
C  -2.11  -2.46  2.41  -0.03
C  -0.95  -1.89  1.92  -0.09
N  -0.91  -1.25  0.75  0.04
C  -2.02  -1.15  0.01  -0.18
H  -4.19  -2.80  2.01  0.10
H  -2.10  -2.97  3.36  0.11
H  -0.01  -1.93  2.46  0.12
H  -1.94  -0.61  -0.92  0.10

DFT (wB97M-V/def2-TZVPD) results for a 2-piece molecular cluster, C21H23N3O3S2 overall in a non-equilibrium geometry.

The calculation puts the lowest unoccupied orbital energy at -0.1595 eV. As for the structure (SMILES): CC(C)[C@H]1CCN2C(=N1)Sc1ccccc12.Cc1ccc(S(=O)(=O)N=C=O)cc1.

Last column: Löwdin charge in e.
CARTESIAN COORDINATES (ANGSTROEM)
C  -1.55  4.39  4.72  -0.08
C  -1.85  4.16  6.19  -0.41
C  -0.65  3.59  6.93  -0.08
C  -3.10  3.27  6.33  -0.34
C  -3.42  2.97  7.78  -0.15
C  -4.81  2.41  7.97  -0.12
N  -5.77  3.24  7.22  -0.04
C  -5.37  3.88  6.07  -0.59
N  -4.18  3.95  5.61  0.08
S  -6.78  4.66  5.31  1.08
C  -7.83  4.04  6.55  -0.48
C  -9.20  4.25  6.71  -0.09
C  -9.85  3.67  7.82  -0.10
C  -9.14  2.91  8.75  -0.09
C  -7.77  2.69  8.59  -0.02
C  -7.14  3.27  7.49  -0.24
H  -1.29  3.45  4.21  0.06
H  -2.44  4.80  4.23  0.07
H  -0.72  5.09  4.62  0.08
H  -2.11  5.13  6.65  0.14
H  -0.38  2.60  6.53  0.09
H  0.21  4.26  6.79  0.08
H  -0.83  3.50  8.00  0.07
H  -2.88  2.32  5.80  0.16
H  -2.69  2.26  8.17  0.12
H  -3.31  3.90  8.37  0.14
H  -4.86  1.37  7.59  0.14
H  -5.09  2.41  9.02  0.12
H  -9.73  4.85  5.98  0.11
H  -10.93  3.83  7.95  0.10
H  -9.66  2.48  9.61  0.10
H  -7.19  2.11  9.31  0.10
C  5.08  0.03  2.07  -0.05
C  3.62  0.23  1.74  -0.26
C  3.21  1.36  1.02  -0.03
C  1.88  1.54  0.67  -0.04
C  0.93  0.59  1.06  -0.28
S  -0.79  0.80  0.58  0.75
O  -0.87  1.66  -0.57  -0.28
O  -1.46  -0.47  0.62  -0.28
N  -1.52  1.80  2.00  0.03
C  -2.70  2.12  2.05  -0.38
O  -3.83  2.45  2.14  0.16
C  1.31  -0.53  1.80  -0.04
C  2.65  -0.70  2.15  -0.03
H  5.23  -0.89  2.64  0.08
H  5.69  -0.02  1.16  0.09
H  5.47  0.87  2.67  0.09
H  3.97  2.09  0.72  0.12
H  1.57  2.42  0.11  0.12
H  0.56  -1.25  2.13  0.12
H  2.97  -1.56  2.74  0.12